Record 1
A structure of composition C16H52BNaO16. Source: the OMol25 dataset; level of theory: the ωB97M-V functional and the def2-TZVPD basis.

The largest force on an atom comes out at 0.08825 hartree/bohr. The gap between HOMO and LUMO is 7.60 eV. The energy above the lowest of the compared OMol25 structures with the same formula, charge and spin is 0.0000 eV. As for the spin multiplicity: 1.

The geometry in XYZ format:
```
86
C16H52BNaO16, DFT the ωB97M-V functional and the def2-TZVPD basis
Na 0.970 -7.666 7.274
B -0.739 -11.698 4.869
H 0.323 -11.811 5.020
H -1.121 -11.004 5.601
H -1.030 -11.316 3.902
H -1.230 -12.653 4.978
C -1.868 -7.968 6.122
C -1.197 -7.803 4.761
O 0.219 -7.980 4.849
O -1.333 -7.124 7.061
H -1.739 -8.995 6.462
H -2.943 -7.801 6.052
H -1.337 -6.805 4.347
H -1.560 -8.571 4.078
H 0.518 -8.574 4.156
H -1.859 -7.246 7.855
C 4.891 -7.723 4.650
C 5.926 -7.276 3.575
O 5.744 -7.926 2.349
O 5.162 -8.986 5.229
H 3.889 -7.618 4.232
H 4.798 -7.028 5.484
H 6.895 -7.690 3.852
H 5.965 -6.215 3.326
H 6.052 -8.828 2.463
H 4.919 -9.740 4.688
C 3.067 -9.457 11.611
C 3.483 -9.884 13.040
O 4.742 -10.479 13.003
O 3.641 -8.190 11.266
H 1.978 -9.454 11.636
H 3.455 -10.197 10.910
H 2.787 -10.427 13.679
H 3.709 -9.005 13.643
H 5.341 -9.857 12.584
H 4.586 -8.221 11.099
C -2.410 -9.216 9.621
C -1.668 -9.664 10.854
O -2.469 -9.285 11.976
O -2.533 -7.809 9.578
H -3.339 -9.779 9.539
H -1.817 -9.455 8.738
H -0.718 -9.141 10.962
H -1.429 -10.727 10.823
H -1.928 -8.873 12.654
H -2.540 -7.586 10.512
C 5.220 -6.110 9.028
C 6.556 -6.442 8.443
O 7.455 -7.030 9.354
O 5.258 -5.126 9.983
H 4.754 -7.015 9.420
H 4.612 -5.821 8.171
H 6.877 -5.463 8.087
H 6.474 -7.005 7.513
H 8.253 -6.971 8.824
H 5.692 -5.515 10.745
C 1.517 -5.896 10.501
C 0.503 -4.720 10.160
O 0.872 -4.127 8.916
O 1.496 -7.051 9.691
H 1.460 -6.189 11.549
H 2.499 -5.445 10.361
H 0.459 -4.022 10.995
H -0.483 -5.144 9.972
H 0.312 -3.348 8.922
H 2.184 -7.669 9.948
C 0.650 -3.832 5.294
C 2.054 -4.488 5.530
O 1.915 -5.424 6.575
O -0.129 -4.690 4.561
H 0.690 -2.932 4.680
H 0.216 -3.552 6.254
H 2.726 -3.759 5.984
H 2.469 -5.019 4.673
H 1.602 -4.897 7.314
H -0.188 -5.506 5.063
C 1.219 -10.786 7.965
C 2.686 -10.457 7.649
O 2.946 -9.044 7.795
O 0.344 -9.992 7.199
H 1.026 -10.492 8.997
H 0.998 -11.844 7.818
H 2.783 -10.790 6.615
H 3.369 -11.098 8.205
H 3.901 -8.982 7.861
H 0.088 -10.492 6.420
```

Record 2
A cluster of 9 separate species, C16H53N3O9 in total. Source: the OMol25 dataset; level of theory: the ωB97M-V functional and the def2-TZVPD basis.

Its SMILES is COC[C@H](C)N.COC[C@H](C)N.COC[C@H](C)N.CO.CO.CO.CO.O.O. The largest force on an atom comes out at 0.04501 hartree/bohr. The gap between HOMO and LUMO is 9.65 eV. The energy above the lowest of the compared OMol25 structures with the same formula, charge and spin is 1.4758 eV. As for the spin multiplicity: 1.

The geometry in XYZ format:
```
81
C16H53N3O9, DFT the ωB97M-V functional and the def2-TZVPD basis
C -3.781 -1.006 4.774
O -2.999 0.129 4.635
C -2.743 0.348 3.235
C -3.963 0.604 2.404
C -3.666 0.827 0.860
N -4.694 1.753 2.997
H -3.769 -1.368 5.809
H -3.438 -1.809 4.090
H -4.810 -0.777 4.518
H -2.042 1.193 3.197
H -2.226 -0.531 2.790
H -4.645 -0.237 2.523
H -3.021 1.701 0.702
H -4.658 1.004 0.454
H -3.258 -0.102 0.448
H -4.047 2.526 3.107
H -5.336 2.113 2.325
C 5.913 2.748 2.145
O 4.587 2.332 1.756
C 3.740 2.312 2.869
C 2.414 1.678 2.535
C 1.427 1.883 3.668
N 2.469 0.250 2.259
H 6.225 2.217 3.057
H 6.056 3.821 2.364
H 6.535 2.463 1.260
H 4.233 1.705 3.672
H 3.627 3.334 3.281
H 2.146 2.142 1.555
H 1.038 2.884 3.775
H 1.816 1.598 4.651
H 0.553 1.239 3.481
H 2.610 -0.296 3.088
H 3.230 -0.005 1.640
C -0.327 1.319 -3.682
O -0.422 0.247 -4.580
C 0.635 0.198 -5.467
C 0.584 -0.988 -6.415
C 0.580 -2.272 -5.677
N 1.637 -0.999 -7.472
H -0.428 2.313 -4.127
H 0.666 1.296 -3.189
H -1.104 1.145 -2.935
H 0.660 1.154 -6.027
H 1.589 0.152 -4.886
H -0.349 -0.776 -6.953
H 1.497 -2.285 -5.082
H 0.685 -3.034 -6.457
H -0.312 -2.471 -5.104
H 2.549 -1.227 -7.099
H 1.630 -0.168 -8.068
C -2.312 -3.314 1.111
O -1.108 -3.074 1.808
H -3.111 -2.674 1.504
H -2.258 -3.120 0.030
H -2.610 -4.368 1.269
H -0.694 -2.244 1.524
C 1.037 -3.680 -1.065
O 0.666 -3.808 -2.417
H 0.600 -4.453 -0.460
H 2.115 -3.545 -0.917
H 0.555 -2.743 -0.744
H 0.783 -4.743 -2.636
C -0.590 4.506 -0.306
O 0.731 4.369 -0.802
H -0.735 5.463 0.215
H -1.268 4.511 -1.174
H -0.897 3.676 0.352
H 1.324 4.191 -0.051
C 0.043 -0.018 -0.117
O 0.224 -0.900 0.973
H -0.359 0.968 0.165
H 0.963 0.201 -0.688
H -0.667 -0.538 -0.734
H 1.020 -0.631 1.452
O 1.717 -3.617 2.880
H 0.803 -3.737 2.589
H 2.233 -3.452 2.081
O -1.501 -1.856 -2.630
H -1.284 -1.206 -3.346
H -0.713 -2.442 -2.567
```

Record 3
A structure of composition C16H54F3N24O14Ti. Source: the OMol25 dataset; level of theory: the ωB97M-V functional and the def2-TZVPD basis.

The largest force on an atom comes out at 0.22996 hartree/bohr. The gap between HOMO and LUMO (spin up / spin down) is 3.70 / 8.39 eV. The energy above the lowest of the compared OMol25 structures with the same formula, charge and spin is 6.3073 eV. As for the spin multiplicity: 4.

The geometry in XYZ format:
```
112
C16H54F3N24O14Ti, DFT the ωB97M-V functional and the def2-TZVPD basis
Ti 0.009 20.604 10.397
C 0.095 19.611 7.016
O 0.969 20.740 6.685
O -0.723 19.864 8.133
C -0.361 18.757 5.729
F -0.865 19.575 4.869
F 0.665 18.097 5.090
F -1.299 17.808 5.978
C 0.433 21.861 5.988
C 1.267 22.089 4.698
H 1.003 22.827 3.940
H 2.247 22.306 5.122
H 1.416 21.168 4.136
H 0.417 22.813 6.519
H -0.621 21.883 5.709
H 0.890 18.941 7.344
C 4.903 19.734 12.004
O 4.163 20.529 12.567
N 4.621 19.063 11.023
N 5.931 19.281 12.492
H 5.070 18.168 10.887
H 3.645 19.217 10.816
H 6.568 18.695 11.970
H 6.351 19.762 13.275
C 0.067 23.415 14.200
O 0.843 24.186 14.860
N 0.348 22.144 14.056
N -1.040 23.789 13.596
H -0.113 21.450 13.485
H 1.185 21.985 14.599
H -1.400 24.711 13.797
H -1.485 23.134 12.969
C -1.502 18.597 12.511
O -1.077 19.725 12.342
N -2.672 18.147 12.091
N -1.081 17.763 13.419
H -2.861 17.174 12.283
H -3.159 18.604 11.333
H -1.595 16.908 13.578
H -0.399 18.033 14.113
C -0.932 23.980 9.678
O -0.911 22.916 10.215
N -1.696 24.844 10.126
N -0.261 24.320 8.534
H -1.983 24.941 11.089
H -1.892 25.652 9.552
H 0.508 23.738 8.235
H -0.193 25.258 8.167
C 4.461 19.526 6.633
O 5.655 19.644 6.700
N 3.695 18.977 7.458
N 3.700 20.004 5.663
H 2.707 18.899 7.265
H 4.128 18.605 8.291
H 4.275 20.190 4.855
H 2.702 19.857 5.602
C -4.116 22.386 14.096
O -3.566 22.109 15.113
N -3.751 21.834 13.038
N -4.989 23.327 14.154
H -4.134 22.115 12.147
H -3.009 21.150 13.084
H -5.153 23.800 15.031
H -5.473 23.546 13.295
C 2.022 18.888 14.909
O 1.072 18.312 15.450
N 3.259 19.078 15.417
N 1.971 19.435 13.752
H 3.778 19.739 14.858
H 3.611 18.523 16.184
H 1.116 19.620 13.248
H 2.825 19.572 13.230
C -3.833 16.386 8.901
O -4.529 16.711 9.835
N -2.595 16.825 8.767
N -4.172 15.558 8.017
H -2.174 16.910 7.853
H -2.366 17.539 9.443
H -3.523 15.289 7.291
H -5.110 15.186 7.980
C 1.808 17.410 10.460
O 1.366 18.498 10.694
N 1.876 16.458 11.345
N 2.223 16.974 9.294
H 2.383 15.661 10.987
H 1.671 16.584 12.326
H 2.597 16.037 9.239
H 2.203 17.577 8.484
C 2.633 22.284 9.608
O 2.294 21.226 10.002
N 2.342 22.621 8.380
N 3.322 23.164 10.265
H 2.562 23.516 7.967
H 1.838 21.957 7.810
H 3.764 22.985 11.156
H 3.638 24.025 9.842
C 4.531 23.931 14.264
O 4.645 25.005 14.810
N 5.410 23.424 13.421
N 3.394 23.284 14.220
H 6.150 24.081 13.217
H 5.219 22.502 13.056
H 2.655 23.620 14.821
H 3.201 23.090 13.248
C -4.323 21.083 8.667
O -5.365 21.585 8.853
N -4.071 19.809 8.438
N -3.286 21.662 8.938
H -3.202 19.560 7.986
H -4.892 19.224 8.377
H -3.224 22.660 9.083
H -2.484 21.051 8.873
```

Record 4
A cluster of 11 separate species, C16H55NO13 in total. Source: the OMol25 dataset; level of theory: the ωB97M-V functional and the def2-TZVPD basis.

Its SMILES is COC[C@H](C)N.OCCO.OCCO.CO.CO.CO.CO.CO.CO.CO.CO. The largest force on an atom comes out at 0.03994 hartree/bohr. The gap between HOMO and LUMO is 9.65 eV. As for the spin multiplicity: 1.

The geometry in XYZ format:
```
85
C16H55NO13, DFT the ωB97M-V functional and the def2-TZVPD basis
C 1.535 -1.445 2.309
O 1.144 -2.730 2.710
C 2.231 -3.533 3.108
C 1.805 -4.981 3.242
C 0.680 -5.209 4.231
N 2.968 -5.853 3.559
H 2.157 -0.920 3.046
H 0.617 -0.862 2.212
H 2.052 -1.461 1.343
H 3.112 -3.448 2.455
H 2.646 -3.155 4.055
H 1.381 -5.322 2.285
H 1.018 -4.874 5.219
H 0.537 -6.285 4.360
H -0.257 -4.737 3.957
H 2.614 -6.771 3.292
H 3.700 -5.687 2.871
O -0.891 1.693 4.817
C -2.146 2.053 4.275
C -2.300 1.336 2.911
O -1.242 1.766 2.063
H -1.022 0.994 5.462
H -2.950 1.692 4.917
H -2.261 3.112 4.052
H -3.297 1.470 2.495
H -2.194 0.260 3.093
H -0.464 1.886 2.626
O -3.396 -2.562 2.319
C -2.404 -2.407 1.312
C -1.584 -3.686 1.157
O -2.297 -4.822 0.661
H -4.059 -3.185 2.017
H -2.891 -2.097 0.385
H -1.636 -1.672 1.559
H -1.053 -3.917 2.084
H -0.753 -3.609 0.449
H -3.196 -4.827 1.000
C 3.293 1.404 0.646
O 4.416 1.447 -0.206
H 3.172 2.344 1.204
H 2.376 1.073 0.155
H 3.575 0.715 1.452
H 4.184 1.786 -1.092
C 0.462 -2.412 -2.272
O -0.825 -1.840 -2.007
H 1.209 -1.614 -2.253
H 0.732 -3.061 -1.429
H 0.386 -2.984 -3.188
H -0.695 -1.279 -1.226
C 0.378 0.070 -5.238
O 1.108 -1.140 -5.112
H -0.318 0.073 -6.084
H -0.204 0.221 -4.322
H 1.089 0.886 -5.348
H 0.498 -1.842 -4.882
C 0.477 4.863 -0.175
O -0.199 5.014 -1.431
H 0.845 3.858 0.007
H 1.297 5.570 -0.040
H -0.262 5.078 0.604
H -0.902 5.650 -1.291
C -0.302 1.101 -1.116
O -0.399 0.151 -0.049
H -0.228 2.111 -0.724
H 0.546 0.842 -1.751
H -1.180 1.042 -1.764
H -0.763 0.652 0.704
C 2.983 2.287 -3.476
O 4.017 2.780 -2.619
H 2.162 3.010 -3.474
H 3.334 2.244 -4.514
H 2.646 1.297 -3.179
H 3.988 3.737 -2.671
C -1.030 3.668 -4.671
O -0.539 3.057 -3.496
H -2.069 4.003 -4.571
H -0.456 4.567 -4.921
H -0.936 2.939 -5.473
H -0.360 3.727 -2.807
C -3.975 2.953 -1.824
O -5.257 2.433 -1.541
H -3.992 3.171 -2.890
H -3.753 3.865 -1.255
H -3.147 2.269 -1.615
H -5.284 2.009 -0.681
```

Record 5
A cluster of 10 separate species, C16H56N4O10 in total. Source: the OMol25 dataset; level of theory: the ωB97M-V functional and the def2-TZVPD basis.

Its SMILES is COC[C@H](C)N.COC[C@H](C)N.COC[C@H](C)N.COC[C@H](C)N.O.O.O.O.O.O. The largest force on an atom comes out at 0.03322 hartree/bohr. The gap between HOMO and LUMO is 9.56 eV. The energy above the lowest of the compared OMol25 structures with the same formula, charge and spin is 1.0606 eV. As for the spin multiplicity: 1.

The geometry in XYZ format:
```
86
C16H56N4O10, DFT the ωB97M-V functional and the def2-TZVPD basis
C 5.429 -1.569 4.534
O 4.330 -0.784 4.125
C 3.380 -1.502 3.363
C 2.333 -0.463 2.952
C 1.405 0.024 4.048
N 1.435 -0.994 1.881
H 5.876 -1.154 5.434
H 6.182 -1.595 3.737
H 5.258 -2.635 4.716
H 3.824 -1.912 2.449
H 2.941 -2.349 3.901
H 2.861 0.396 2.524
H 1.975 0.534 4.826
H 0.865 -0.845 4.427
H 0.670 0.696 3.605
H 2.040 -1.448 1.169
H 1.098 -0.152 1.398
C -2.877 3.747 1.778
O -1.619 3.107 1.875
C -0.638 3.742 1.093
C 0.585 2.800 0.942
C 1.611 3.180 -0.110
N 0.106 1.410 0.704
H -3.621 3.229 2.380
H -3.208 3.868 0.744
H -2.764 4.734 2.243
H -1.024 4.131 0.138
H -0.356 4.709 1.535
H 1.078 2.756 1.920
H 1.099 3.224 -1.075
H 2.367 2.396 -0.171
H 2.166 4.093 0.101
H -0.289 1.505 -0.234
H -0.714 1.364 1.307
C 3.580 -3.258 -4.879
O 2.740 -2.946 -3.791
C 3.386 -2.909 -2.548
C 2.435 -2.476 -1.439
C 1.900 -1.059 -1.602
N 2.924 -2.650 -0.060
H 4.187 -4.149 -4.697
H 4.211 -2.388 -5.087
H 2.972 -3.420 -5.766
H 3.849 -3.886 -2.348
H 4.261 -2.238 -2.570
H 1.537 -3.087 -1.581
H 1.432 -0.946 -2.581
H 2.723 -0.337 -1.559
H 1.143 -0.794 -0.872
H 2.992 -3.642 0.158
H 3.911 -2.385 -0.106
C -4.288 4.195 -3.093
O -4.147 2.804 -3.203
C -2.873 2.353 -3.611
C -1.922 1.986 -2.484
C -0.534 1.706 -3.056
N -2.327 0.770 -1.764
H -4.137 4.701 -4.055
H -3.555 4.567 -2.369
H -5.324 4.408 -2.831
H -2.978 1.515 -4.303
H -2.410 3.163 -4.193
H -1.831 2.779 -1.735
H -0.054 2.620 -3.422
H -0.514 0.981 -3.871
H 0.129 1.346 -2.272
H -3.227 0.962 -1.291
H -2.666 0.034 -2.383
O -2.443 -4.754 2.000
H -1.908 -5.299 1.415
H -1.865 -4.005 2.237
O -2.238 -1.303 0.377
H -2.311 -0.354 0.195
H -1.405 -1.403 0.865
O -3.879 -3.090 -1.199
H -3.608 -3.028 -2.120
H -3.232 -2.548 -0.715
O -4.510 0.756 -0.059
H -4.690 0.590 0.874
H -4.982 1.576 -0.258
O -0.939 -2.428 2.489
H -0.998 -2.155 3.410
H -0.054 -2.104 2.190
O -4.181 -2.722 1.783
H -4.607 -2.005 2.263
H -3.478 -2.288 1.259
```

largest force on an atom of number 3 (C16H54F3N24O14Ti)? 0.22996 hartree/bohr

Which formula does entry 1 have? C16H52BNaO16

Which of these has the highest largest force on an atom? C16H54F3N24O14Ti